Record 1
ORCA calculation (the ωB97M-V functional and the def2-TZVPD basis) on 11 unconnected molecules or ions with the total composition C56H140BrN10O16 in a non-equilibrium geometry.

XYZ file:
```
223
Properties=species:S:1:pos:R:3:forces:R:3
C 18.63214 15.07174 10.18667 0.28 0.00 0.70
C 18.24536 13.67954 10.70831 0.42 0.07 0.88
N 19.43342 12.70814 10.66723 0.74 0.82 -1.40
C 20.71592 13.34999 11.18778 0.35 -1.56 -0.49
C 19.10696 11.51331 11.45056 0.30 -1.80 0.78
C 18.94758 11.74809 12.94489 0.08 -0.98 0.74
C 19.62526 12.36194 9.20023 -0.20 0.01 -0.43
C 20.38944 11.12182 8.85720 0.48 -0.31 -0.69
O 21.73627 11.32609 9.14189 0.38 -0.12 0.02
C 22.68074 10.40220 8.54847 -0.02 2.59 -0.64
H 18.03188 15.89074 10.59632 -0.11 -0.53 0.42
H 18.42944 15.13363 9.13659 0.54 0.04 -0.78
H 19.68855 15.31115 10.47711 -1.04 -0.10 -0.67
H 17.51168 13.13865 10.08244 -0.05 0.69 0.63
H 17.97932 13.72528 11.78702 -0.20 0.28 -1.14
H 21.41839 12.53977 11.45921 -0.57 0.33 0.05
H 20.43685 13.94595 12.02604 0.06 0.52 0.65
H 21.22354 13.87100 10.37867 -0.33 0.25 0.17
H 19.81031 10.69350 11.20490 -0.03 0.77 0.27
H 18.14081 11.11013 11.15214 -0.17 0.34 -0.56
H 19.82982 11.96115 13.58332 -0.17 0.05 -0.92
H 18.56448 10.74434 13.36079 -0.03 1.82 -0.50
H 18.29043 12.62808 13.00118 -0.14 -0.88 1.05
H 20.12165 13.19814 8.70493 0.10 0.04 0.34
H 18.66190 12.30765 8.69802 -0.31 -0.19 0.41
H 20.24803 10.97796 7.79430 -0.06 0.23 -0.71
H 20.01581 10.17852 9.24140 -0.24 -0.14 0.65
H 22.82934 10.56463 7.45417 -0.64 -0.14 0.58
H 22.40398 9.40836 8.75842 0.04 -1.31 0.39
H 23.58276 10.79436 8.99336 0.56 -0.85 0.24
C 20.39066 18.64552 16.18127 -1.09 0.56 -1.69
C 20.78145 17.84146 14.90863 1.12 -0.44 0.15
N 20.79527 18.46785 13.50980 1.05 0.63 1.17
C 21.96885 19.42303 13.43284 -0.81 0.20 -0.48
C 20.98519 17.41567 12.42462 -0.08 0.69 0.66
C 22.33539 16.75806 12.40893 0.88 -0.19 2.41
C 19.52065 19.21729 13.34194 -0.91 -2.24 -1.44
C 19.23890 19.86905 12.01208 -1.02 1.94 -0.61
O 18.70579 18.96946 11.08432 -1.20 -0.49 -0.30
C 17.29401 18.61253 11.29966 1.16 -0.47 -1.29
H 19.26388 18.72669 16.20066 1.14 -0.43 0.48
H 20.70654 19.68404 16.12161 0.40 0.17 0.10
H 20.83992 18.22170 17.08411 -0.31 -0.10 -0.25
H 20.13064 17.01367 14.82037 -0.83 -0.73 -0.07
H 21.76410 17.37940 14.96316 0.29 0.32 0.45
H 22.87972 18.87736 13.68513 -0.04 0.12 -0.16
H 21.79660 20.23238 14.15456 0.05 -0.21 -0.25
H 21.95014 19.81878 12.39324 0.46 -0.16 0.83
H 20.77268 18.01244 11.57100 0.08 0.04 -1.18
H 20.15928 16.73522 12.55211 -0.18 -0.51 0.10
H 22.59358 16.24226 13.37704 -0.58 0.27 -0.91
H 23.21743 17.34917 12.25181 0.02 1.20 0.08
H 22.50422 16.07822 11.63501 -0.68 -1.51 -1.33
H 19.54668 19.95611 14.06490 -0.31 1.25 1.76
H 18.69401 18.44879 13.47661 0.93 1.07 0.42
H 20.12245 20.37089 11.50258 -1.02 -0.54 0.77
H 18.42210 20.69970 12.22022 1.68 -1.27 -0.28
H 16.67033 19.51702 11.36599 0.22 -0.28 0.20
H 17.20312 17.93090 12.16324 -0.23 0.38 -0.23
H 17.01882 18.05111 10.35918 0.18 0.62 1.12
C 19.26221 12.16982 19.95309 1.34 1.30 0.86
C 20.61190 12.92227 19.89522 0.09 1.23 0.84
N 20.48158 14.50227 19.84226 0.36 -0.83 0.70
C 19.52712 14.94625 18.81694 -0.75 0.32 -0.27
C 20.04770 15.11393 21.18227 -0.55 -1.46 -1.20
C 21.00954 14.74406 22.24199 2.91 1.00 1.39
C 21.85426 15.01541 19.53486 -0.83 1.12 0.69
C 22.41687 14.76050 18.20328 -0.57 -0.91 -2.87
O 22.93334 13.44746 18.10160 0.94 -0.24 -0.36
C 23.53915 13.09060 16.79843 -1.15 -0.23 1.70
H 18.58225 12.73915 20.60206 -0.06 -0.64 -0.10
H 19.46906 11.17528 20.31501 -0.18 -0.25 0.39
H 18.85057 12.07011 18.97937 -0.48 0.08 -0.84
H 21.13084 12.81713 18.96829 0.34 -0.90 -0.45
H 21.35783 12.71518 20.74459 -1.43 0.12 -1.44
H 19.58490 16.06066 18.70007 -0.13 -1.08 0.19
H 18.50956 14.66136 19.12212 0.43 0.41 0.01
H 19.73527 14.45028 17.87885 0.22 -0.02 -0.25
H 19.10992 14.58091 21.38650 -0.09 0.70 -0.06
H 19.87848 16.18503 20.99274 0.08 -0.40 0.31
H 22.02496 15.24661 22.15894 -1.34 0.14 0.04
H 21.39404 13.71634 22.27226 -1.07 0.00 0.14
H 20.63006 15.05243 23.22208 -0.01 -0.28 -0.17
H 22.49143 14.64224 20.32478 0.36 0.00 -0.14
H 21.75320 16.10747 19.61352 0.16 -0.15 0.28
H 23.16879 15.51606 18.04597 0.66 0.24 -0.16
H 21.68303 14.91267 17.32622 0.74 0.07 1.31
H 24.17186 13.90431 16.43223 -0.05 -0.36 -0.11
H 22.69444 12.82250 16.18006 -0.20 0.54 -0.84
H 24.00637 12.11011 16.95785 0.52 0.67 0.15
C 19.09976 16.15219 27.15994 0.26 -1.93 1.29
C 19.38581 17.62204 27.46846 -0.77 -1.23 -1.41
N 18.64381 18.61722 26.58784 -1.61 1.83 2.45
C 17.16475 18.58236 27.18133 1.12 0.15 -1.41
C 19.26368 20.02930 26.88680 -2.53 1.38 -2.91
C 19.16822 20.59127 28.27498 0.80 -2.85 0.83
C 18.52145 18.41984 25.07341 0.81 -2.09 1.30
C 19.78516 18.54220 24.25104 -1.11 0.45 -0.47
O 20.63830 17.46360 24.33138 -0.54 -1.03 0.51
C 22.01913 17.67889 24.10908 -0.18 0.38 0.05
H 19.73517 15.56796 27.90008 -0.84 0.74 -0.51
H 19.46528 15.70776 26.23638 0.01 0.80 -0.46
H 18.06408 15.73627 27.30260 0.80 0.93 0.05
H 20.39247 17.82834 27.23220 1.43 -0.01 0.19
H 19.15384 17.78877 28.52980 0.12 0.44 -0.58
H 16.74383 19.59260 26.98959 -0.23 -1.06 -0.29
H 17.23483 18.45637 28.25131 0.06 -0.10 0.13
H 16.68763 17.67049 26.72662 0.13 1.38 0.35
H 18.66148 20.78004 26.14618 1.43 -1.90 1.48
H 20.29667 20.00571 26.56566 0.10 -0.16 -0.19
H 19.97332 20.03343 28.83380 -0.75 1.10 0.04
H 18.22318 20.34262 28.76282 0.06 0.47 -0.05
H 19.34944 21.63856 28.22574 0.17 0.73 0.24
H 17.85385 19.17342 24.70182 -0.64 0.19 0.15
H 18.11477 17.39278 25.02625 -0.08 0.60 -0.52
H 20.22591 19.46894 24.54814 0.90 0.76 0.00
H 19.35422 18.72888 23.25153 0.58 -0.28 -0.18
H 22.56458 16.94180 24.71049 -0.06 0.20 -0.35
H 22.23599 18.68354 24.43410 0.52 0.44 0.37
H 22.26718 17.65826 23.05132 0.02 -0.33 -0.18
C 24.28220 19.71986 16.42205 0.97 0.21 0.78
C 25.23524 20.04873 17.61319 0.40 -0.76 -0.10
N 26.56298 19.31869 17.73755 -0.03 -0.99 -2.04
C 27.41245 19.97180 18.73172 -0.55 0.44 0.77
C 26.35265 17.80213 18.10411 -0.36 0.58 -0.93
C 25.45857 17.59859 19.30967 0.45 -1.60 1.06
C 27.19675 19.46867 16.31125 -1.45 1.39 1.99
C 28.60924 19.08806 16.19626 0.91 -1.45 -0.67
O 29.04771 17.88161 16.78366 -0.56 -1.28 -1.17
C 29.21505 16.77663 15.81041 2.41 0.60 0.37
H 24.00879 18.65195 16.44334 0.12 0.48 -0.29
H 24.56277 20.08736 15.41184 0.07 -0.45 0.81
H 23.42994 20.27619 16.76217 -0.89 0.19 -0.12
H 24.72604 19.73847 18.51065 -0.42 0.50 0.34
H 25.55978 21.07975 17.68600 -0.51 0.37 -0.17
H 27.57391 21.01177 18.46108 -0.04 0.07 -0.10
H 28.35868 19.48480 18.81289 0.57 -0.49 -0.07
H 26.91530 19.93572 19.70373 0.04 0.05 -0.11
H 27.36728 17.41914 18.25095 -0.36 -0.02 -0.31
H 25.81304 17.29508 17.22656 1.28 0.81 1.07
H 25.74990 18.04360 20.32602 -0.25 -0.50 -1.64
H 25.49492 16.44422 19.41896 -0.29 1.83 0.09
H 24.44690 17.87731 19.02776 -0.26 -0.12 0.44
H 27.21870 20.57657 16.13792 -0.35 -0.76 0.05
H 26.42423 19.05992 15.70251 0.14 -0.82 -0.92
H 29.19109 19.83462 16.66349 0.80 1.05 0.42
H 28.80064 19.13084 15.12047 0.35 -0.05 -0.06
H 29.37418 15.83393 16.35050 -0.85 0.36 0.14
H 30.25027 16.88653 15.34741 -1.30 0.32 0.16
H 28.45196 16.73640 15.03761 -0.24 -0.02 0.31
C 15.57904 17.87952 15.91499 -0.27 -0.76 2.02
C 14.52564 17.05354 16.78240 1.60 1.03 -0.31
N 14.53314 15.57195 16.52822 -0.68 1.46 -1.10
C 13.62807 14.98997 17.52013 -1.25 -2.76 -0.10
C 14.00800 15.37672 15.06252 1.60 -0.98 0.51
C 12.85675 16.17144 14.51352 0.18 0.90 -0.13
C 15.85326 14.89559 16.74732 1.38 0.93 -1.59
C 16.11344 13.62741 15.95744 -0.97 0.70 -0.48
O 15.19167 12.57158 16.22623 0.59 1.01 1.35
C 14.87526 11.77324 15.14937 0.83 0.16 -1.98
H 15.91615 17.38099 15.02514 -0.21 -0.17 -0.56
H 16.49992 18.07672 16.49771 -0.52 -0.28 -0.06
H 15.12963 18.83606 15.72292 -0.19 0.42 -0.42
H 13.51772 17.42837 16.58340 0.16 -0.38 0.04
H 14.71855 17.16352 17.84766 0.23 0.18 -0.02
H 12.59456 15.35521 17.39992 0.57 0.05 0.19
H 14.02874 15.07113 18.52856 -0.03 0.77 -0.06
H 13.63970 13.86496 17.35745 -0.25 1.32 -0.06
H 13.79894 14.34194 15.17833 -0.58 -1.06 -0.75
H 14.87591 15.45704 14.34593 -0.70 0.20 1.08
H 11.86438 16.02903 14.97900 0.53 -0.35 -0.36
H 12.88987 15.90068 13.41864 -0.57 0.47 1.13
H 13.09007 17.24816 14.63929 -0.21 -0.49 -0.59
H 16.01402 14.79565 17.78899 -0.03 0.10 0.99
H 16.64436 15.57526 16.31829 -0.78 -0.41 0.77
H 17.11109 13.31982 16.27190 0.25 -0.03 -0.50
H 16.06800 14.06163 14.91342 0.38 -1.72 0.59
H 14.75851 12.49377 14.31318 -0.43 -0.88 -0.24
H 13.98889 11.20729 15.35593 -0.60 -0.05 0.12
H 15.65142 11.03534 14.83471 -0.11 0.50 0.43
C 19.40216 24.26368 22.01505 0.61 -1.30 -0.22
C 20.44575 23.39189 21.35319 0.67 0.00 -0.69
N 20.54417 23.68070 19.85374 -1.17 0.13 -0.27
C 20.63673 25.13986 19.59458 0.11 0.47 0.69
C 21.75969 23.05016 19.28093 1.71 -1.51 0.56
C 21.75131 22.83494 17.76825 0.27 0.97 -0.20
C 19.32333 23.23274 19.12246 1.91 -1.64 -0.97
C 19.04878 21.77298 19.35437 -1.71 -1.17 -1.64
O 17.97436 21.47731 18.31516 1.83 0.54 2.40
C 17.14031 20.46326 18.84869 -1.02 0.31 -2.23
H 19.62861 25.27663 21.81940 -0.17 1.16 0.25
H 19.47605 24.03138 23.05547 -0.02 0.24 0.84
H 18.40123 23.99745 21.71638 -0.37 0.06 -0.27
H 20.26411 22.31928 21.51912 0.26 0.42 -0.42
H 21.48561 23.60336 21.64611 -0.47 0.00 0.54
H 21.27066 25.52679 20.40193 0.15 0.29 -0.63
H 19.64516 25.57824 19.71056 0.18 0.06 -0.20
H 21.02787 25.31886 18.58166 -0.10 -0.04 0.60
H 21.89421 22.04024 19.71675 -0.45 0.60 0.05
H 22.62267 23.62556 19.70486 -0.65 -0.15 -0.80
H 22.76118 22.58404 17.40764 -0.39 -0.43 0.44
H 21.57186 23.77195 17.23285 -0.31 -0.02 -0.08
H 20.99468 22.09086 17.46652 0.67 0.18 0.08
H 19.57584 23.44596 18.07276 -0.74 -0.17 0.37
H 18.46697 23.73412 19.41942 -1.34 1.48 0.59
H 18.60412 21.61544 20.38788 0.66 -0.02 -1.26
H 19.89336 21.08704 19.12235 -0.46 0.53 0.57
H 16.99765 20.55697 19.87468 -0.54 0.55 1.93
H 17.52368 19.47879 18.73176 0.51 -1.01 -0.50
H 16.17729 20.56713 18.31547 0.37 -0.28 0.35
N 24.86093 16.81629 15.02857 2.84 -0.62 -1.28
O 23.88564 16.47301 15.71814 -0.34 0.58 -0.22
O 24.80526 17.72274 14.12586 -0.57 -1.05 1.57
O 25.98998 16.22300 15.20958 -2.00 1.17 -0.07
N 18.19440 15.44786 14.06095 2.20 -2.07 -2.04
O 18.21865 16.32791 14.89974 -1.56 0.85 0.50
O 19.28959 14.76459 13.93171 -1.79 0.50 -0.28
O 17.22191 15.20608 13.26226 0.95 0.75 1.60
N 21.60267 19.56777 20.19553 -0.47 0.91 1.35
O 21.42837 18.35658 20.42649 0.21 0.76 0.20
O 21.81449 19.98022 19.04942 0.35 -0.37 -0.82
O 21.52708 20.46788 21.12255 0.02 -1.80 -0.64
Br 16.69265 16.45516 19.62523 -0.12 0.31 0.31
```
Forces are in eV/Å.

Summary:
* spin multiplicity: 1
* frontier orbital gap: 7.641 eV
* charge: +3
* LUMO level: -0.1726 hartree
* HOMO: -0.453 Ha

These are the Mulliken partial charges, in e, on atoms 1 to 99:
1 C -0.765
2 C 0.336
3 N 0.710
4 C -1.376
5 C -0.700
6 C -0.603
7 C -0.600
8 C -1.048
9 O -0.251
10 C -0.813
11 H -0.107
12 H 0.514
13 H 0.243
14 H 0.601
15 H -0.674
16 H 0.389
17 H 0.535
18 H 0.364
19 H 0.397
20 H 0.400
21 H 0.223
22 H 0.400
23 H 0.016
24 H 0.418
25 H 0.506
26 H 0.503
27 H 0.490
28 H 0.293
29 H 0.351
30 H 0.263
31 C -0.488
32 C 0.852
33 N 1.294
34 C -0.915
35 C -0.127
36 C -1.585
37 C 0.317
38 C -0.642
39 O -0.303
40 C -0.557
41 H -0.187
42 H -0.205
43 H 0.398
44 H -0.586
45 H -0.184
46 H 0.184
47 H 0.363
48 H 0.446
49 H 0.637
50 H -0.226
51 H 0.126
52 H 0.517
53 H 0.614
54 H 0.624
55 H -0.612
56 H 0.162
57 H 0.292
58 H 0.352
59 H 0.189
60 H 0.217
61 C -1.386
62 C -0.274
63 N 1.086
64 C -1.338
65 C -0.043
66 C -0.844
67 C -0.280
68 C 0.585
69 O -0.546
70 C -0.612
71 H 0.286
72 H 0.407
73 H 0.349
74 H 0.435
75 H 0.481
76 H 0.090
77 H 0.494
78 H 0.263
79 H 0.403
80 H 0.241
81 H 0.089
82 H 0.236
83 H 0.099
84 H 0.495
85 H -0.016
86 H -0.056
87 H -0.476
88 H 0.208
89 H 0.225
90 H 0.272
91 C -1.180
92 C -0.361
93 N 0.300
94 C -1.074
95 C -0.316
96 C -1.223
97 C -0.985
98 C -0.390
99 O -0.006

=====

Record 2
ORCA calculation (the ωB97M-V functional and the def2-TZVPD basis) on 2 unconnected molecules or ions with the total composition C5H8N in a non-equilibrium geometry.

XYZ file:
```
14
Properties=species:S:1:pos:R:3:forces:R:3
C 0.59234 0.81517 -0.24144 2.17 -2.43 3.48
C 0.79337 1.53736 -1.30410 -3.55 3.48 -2.70
C -1.28381 -1.85120 -1.02291 -0.72 1.59 -0.48
C -1.76576 -0.77067 -1.17118 -0.58 -0.59 0.02
C 0.75834 -0.00925 2.02470 1.71 -2.24 -1.15
N 0.19416 0.03050 0.64280 -1.18 -1.31 0.19
H -0.81509 -2.70741 -1.25820 1.39 -2.79 -0.16
H -2.38881 0.05578 -1.18946 -0.64 1.31 0.00
H -0.06253 2.18790 -1.55134 -0.22 -0.68 -1.07
H 1.57803 1.67623 -1.92696 3.24 0.67 -0.95
H 0.10970 -0.65528 2.61146 -0.46 1.01 0.40
H 1.72063 -0.59164 2.06891 -0.56 0.71 -0.41
H 0.97216 1.02651 2.20107 -0.35 0.16 1.18
H -0.40274 -0.74399 0.11665 -0.26 1.12 1.65
```
Forces are in eV/Å.

Summary:
* spin multiplicity: 3
* frontier orbital gap (spin up / spin down): 7.791 / 7.445 eV
* ΔE to the lowest compared entry with this formula, charge and spin: 548.19 kJ/mol
* charge: +1
* LUMO level (spin up / spin down): -0.1375 / -0.3051 hartree
* HOMO (spin up / spin down): -0.424 / -0.579 Ha

Which charges does Mulliken predict for the atoms? In e, they are:
1 C 0.683
2 C -0.709
3 C -0.370
4 C -0.549
5 C -0.747
6 N -0.060
7 H 0.472
8 H 0.470
9 H 0.281
10 H 0.360
11 H 0.314
12 H 0.315
13 H 0.311
14 H 0.229

=====

What did the second record say?
ORCA calculation (the ωB97M-V functional and the def2-TZVPD basis) on 2 unconnected molecules or ions with the total composition C5H8N in a non-equilibrium geometry.

XYZ file:
```
14
Properties=species:S:1:pos:R:3:forces:R:3
C 0.59234 0.81517 -0.24144 2.17 -2.43 3.48
C 0.79337 1.53736 -1.30410 -3.55 3.48 -2.70
C -1.28381 -1.85120 -1.02291 -0.72 1.59 -0.48
C -1.76576 -0.77067 -1.17118 -0.58 -0.59 0.02
C 0.75834 -0.00925 2.02470 1.71 -2.24 -1.15
N 0.19416 0.03050 0.64280 -1.18 -1.31 0.19
H -0.81509 -2.70741 -1.25820 1.39 -2.79 -0.16
H -2.38881 0.05578 -1.18946 -0.64 1.31 0.00
H -0.06253 2.18790 -1.55134 -0.22 -0.68 -1.07
H 1.57803 1.67623 -1.92696 3.24 0.67 -0.95
H 0.10970 -0.65528 2.61146 -0.46 1.01 0.40
H 1.72063 -0.59164 2.06891 -0.56 0.71 -0.41
H 0.97216 1.02651 2.20107 -0.35 0.16 1.18
H -0.40274 -0.74399 0.11665 -0.26 1.12 1.65
```
Forces are in eV/Å.

Summary:
* spin multiplicity: 3
* frontier orbital gap (spin up / spin down): 7.791 / 7.445 eV
* ΔE to the lowest compared entry with this formula, charge and spin: 548.19 kJ/mol
* charge: +1
* LUMO level (spin up / spin down): -0.1375 / -0.3051 hartree
* HOMO (spin up / spin down): -0.424 / -0.579 Ha

Which charges does Mulliken predict for the atoms? In e, they are:
1 C 0.683
2 C -0.709
3 C -0.370
4 C -0.549
5 C -0.747
6 N -0.060
7 H 0.472
8 H 0.470
9 H 0.281
10 H 0.360
11 H 0.314
12 H 0.315
13 H 0.311
14 H 0.229